No. 1
DFT (wB97M-V/def2-TZVPD) results for one molecule with the formula C12H6Cl2O3 at a distorted geometry.

Each line ends with the natural charge from an NBO analysis.
Element x y z (Å)
1 O 4.207 -0.644 1.343  -0.49
2 C 4.034 -0.389 0.198  0.57
3 Cl 5.098 0.796 -0.658  -0.08
4 C 2.871 -1.080 -0.624  -0.55
5 C 1.506 -0.334 -0.374  0.10
6 C 1.439 1.001 0.213  -0.24
7 C 0.164 1.701 0.486  -0.16
8 C -1.046 0.962 0.130  -0.11
9 C -1.006 -0.397 -0.464  -0.12
10 C 0.262 -1.049 -0.722  -0.20
11 C -2.384 -1.090 -0.754  0.55
12 O -2.575 -1.841 -1.675  -0.49
13 C -3.505 -0.746 0.290  -0.29
14 C -3.536 0.496 0.843  -0.06
15 Cl -4.765 0.908 2.077  0.02
16 C -2.469 1.565 0.397  0.53
17 O -2.740 2.724 0.241  -0.47
18 H 3.119 -1.177 -1.712  0.25
19 H 2.773 -2.102 -0.161  0.25
20 H 2.373 1.547 0.506  0.23
21 H 0.110 2.711 0.949  0.25
22 H 0.327 -2.068 -1.161  0.24
23 H -4.256 -1.495 0.629  0.25

The calculation puts the LUMO energy at -1.1539 eV. As for the HOMO energy: -0.36264 hartree. Its SMILES is O=C(Cl)Cc1ccc2c(c1)C(=O)C=C(Cl)C2=O.

---

No. 2
DFT (wB97M-V/def2-TZVPD) results for a 2-piece molecular cluster, CCl4OS overall at a distorted geometry.

Each line ends with the natural charge from an NBO analysis.
Element x y z (Å)
1 C 0.705 0.141 -1.548  -0.09
2 O -0.873 -0.938 2.386  -0.83
3 S -0.208 -0.222 1.315  1.29
4 Cl 0.522 -1.543 -1.141  0.01
5 Cl 0.639 0.323 -3.264  0.06
6 Cl 0.738 1.460 2.159  -0.24
7 Cl -1.524 0.778 0.093  -0.19

The calculation puts the LUMO energy at -1.5016 eV. As for the HOMO energy: -0.36977 hartree. For the relative energy (zero: lowest compared OMol25 entry of this formula, charge and spin), the calculation gives 3.182 eV.

---

No. 3
DFT (wB97M-V/def2-TZVPD) results for one molecule with the formula C3H5N3.

Each line ends with the natural charge from an NBO analysis.
Element x y z (Å)
1 N -1.852 -0.432 0.202  -0.79
2 C -0.514 -0.383 0.059  0.36
3 N 0.334 -1.354 0.158  -0.39
4 N 1.463 -0.481 -0.307  -0.29
5 C 1.613 0.802 0.327  -0.33
6 C 0.307 0.876 -0.224  -0.14
7 H -2.400 0.410 0.161  0.40
8 H -2.303 -1.289 0.480  0.41
9 H 1.549 -0.530 -1.317  0.38
10 H 1.874 0.746 1.379  0.19
11 H -0.071 1.636 -0.918  0.20

The calculation puts the LUMO energy (alpha / beta) at 0.3236 / 0.3239 eV. As for the HOMO energy (alpha / beta): -0.28655 / -0.28660 hartree. For the relative energy (zero: lowest compared OMol25 entry of this formula, charge and spin), the calculation gives 5.762 eV.

---

No. 4
DFT (wB97M-V/def2-TZVPD) results for a 7-piece molecular cluster, C34H75F10N4O7S8 overall.

Each line ends with the Mulliken charge.
Element x y z (Å)
1 C 2.061 -1.233 2.485  -0.87
2 C 1.545 -1.465 1.067  -0.10
3 N 0.980 -0.272 0.417  -0.10
4 C -0.442 -0.071 0.598  -0.37
5 O -0.858 -0.472 1.870  -0.64
6 C -1.238 -0.823 -0.498  -2.12
7 C -2.748 -0.657 -0.313  1.06
8 C -3.564 -1.176 -1.497  -1.60
9 C -4.895 -1.865 -1.127  -0.97
10 C -6.089 -0.932 -1.203  0.96
11 F -5.697 0.338 -0.882  -0.22
12 F -6.583 -0.857 -2.453  -0.33
13 C -7.254 -1.175 -0.198  0.40
14 F -8.185 -0.268 -0.405  -0.27
15 F -6.754 -0.981 1.022  -0.27
16 S -8.069 -2.890 -0.195  1.39
17 F -6.761 -3.479 0.504  -0.30
18 F -8.698 -2.581 1.226  -0.31
19 F -9.373 -2.343 -0.894  -0.30
20 F -7.452 -3.221 -1.624  -0.31
21 F -8.698 -4.328 -0.157  -0.27
22 N -3.022 0.782 0.015  -0.21
23 C -1.923 1.583 -0.253  -0.69
24 N -2.000 2.503 -1.184  0.35
25 S -3.464 2.703 -2.090  -0.11
26 C -0.840 3.354 -1.571  -0.51
27 C -1.124 4.846 -1.716  -1.71
28 C -1.370 5.664 -0.437  0.59
29 C -0.110 5.701 0.461  -1.71
30 C -2.644 5.269 0.319  -0.28
31 C -2.997 6.196 1.494  -0.54
32 C -3.762 5.482 2.577  -0.51
33 C -4.689 6.022 3.383  0.96
34 C -5.331 7.368 3.151  -1.38
35 C -5.170 5.282 4.599  -1.16
36 N -0.720 1.383 0.419  0.47
37 C -0.602 2.281 1.569  2.20
38 C 0.640 2.102 2.412  -1.51
39 F -1.756 2.173 2.360  -0.42
40 H 2.183 -2.195 2.985  0.26
41 H 1.323 -0.683 3.068  0.12
42 H 3.000 -0.682 2.464  0.32
43 H 0.881 -2.338 1.016  0.24
44 H 2.406 -1.740 0.454  0.35
45 H 1.161 -0.316 -0.577  0.37
46 H -1.074 -1.411 1.866  0.55
47 H -0.962 -1.878 -0.402  0.57
48 H -0.905 -0.512 -1.493  0.42
49 H -3.027 -1.216 0.582  0.93
50 H -3.716 -0.391 -2.240  0.34
51 H -2.958 -1.944 -1.988  0.64
52 H -4.807 -2.285 -0.128  0.38
53 H -5.068 -2.655 -1.855  0.50
54 H -3.252 0.856 1.001  0.44
55 H -4.145 3.377 -1.153  0.16
56 H -0.535 2.980 -2.554  0.36
57 H -0.017 3.180 -0.889  0.34
58 H -0.210 5.251 -2.165  0.48
59 H -1.915 5.013 -2.449  0.44
60 H -1.537 6.688 -0.789  0.83
61 H 0.640 4.972 0.139  0.51
62 H -0.344 5.510 1.508  0.36
63 H 0.382 6.671 0.386  0.26
64 H -2.547 4.255 0.725  -0.43
65 H -3.479 5.317 -0.387  0.58
66 H -3.577 7.045 1.123  0.36
67 H -2.087 6.607 1.941  0.28
68 H -3.532 4.425 2.708  0.09
69 H -6.392 7.285 3.394  0.41
70 H -5.239 7.672 2.109  0.37
71 H -4.889 8.133 3.794  0.25
72 H -6.258 5.179 4.623  0.38
73 H -4.814 5.796 5.495  0.14
74 H -4.750 4.272 4.610  0.31
75 H -0.629 3.296 1.170  -1.28
76 H 0.412 1.441 3.247  0.34
77 H 0.903 3.073 2.833  0.45
78 H 1.470 1.718 1.828  0.35
79 C 3.781 -5.548 -2.328  -0.65
80 S 3.382 -3.969 -1.589  0.48
81 O 1.928 -4.006 -1.220  -0.62
82 C 3.524 -3.009 -3.090  -0.68
83 H 3.709 -6.313 -1.554  0.08
84 H 3.076 -5.759 -3.133  0.32
85 H 4.800 -5.506 -2.713  0.36
86 H 2.829 -3.401 -3.833  0.34
87 H 4.552 -3.057 -3.451  0.23
88 H 3.275 -1.975 -2.858  0.24
89 C 8.172 -3.842 -5.110  -0.95
90 S 7.795 -2.229 -4.419  0.39
91 O 6.341 -2.247 -4.065  -0.61
92 C 7.946 -1.322 -5.955  -0.91
93 H 8.089 -4.575 -4.311  0.33
94 H 7.460 -4.068 -5.903  0.29
95 H 9.190 -3.836 -5.499  0.39
96 H 7.257 -1.725 -6.690  0.29
97 H 8.970 -1.395 -6.317  0.38
98 H 7.703 -0.282 -5.750  0.36
99 C 2.474 -5.663 4.027  -0.92
100 S 2.105 -4.616 5.441  0.39
101 O 2.190 -3.210 4.958  -0.57
102 C 3.627 -4.951 6.331  -0.97
103 H 1.654 -5.557 3.320  0.19
104 H 3.406 -5.338 3.564  0.35
105 H 2.548 -6.700 4.355  0.47
106 H 4.477 -4.675 5.708  0.30
107 H 3.667 -6.007 6.594  0.38
108 H 3.617 -4.347 7.235  0.33
109 C -3.132 6.206 9.235  -0.94
110 S -3.156 7.581 8.081  0.42
111 O -3.424 7.004 6.734  -0.54
112 C -1.396 7.926 8.152  -0.96
113 H -4.143 5.812 9.298  0.31
114 H -2.454 5.436 8.866  0.30
115 H -2.815 6.563 10.215  0.38
116 H -0.840 7.035 7.860  0.30
117 H -1.129 8.233 9.163  0.38
118 H -1.190 8.737 7.457  0.31
119 C 5.794 -0.392 -10.648  -0.94
120 S 7.397 -1.136 -10.334  0.44
121 O 7.622 -1.058 -8.862  -0.54
122 C 8.372 0.177 -11.072  -0.95
123 H 5.038 -1.045 -10.217  0.31
124 H 5.752 0.589 -10.177  0.30
125 H 5.639 -0.312 -11.724  0.38
126 H 8.149 1.119 -10.571  0.31
127 H 8.143 0.241 -12.136  0.38
128 H 9.421 -0.076 -10.938  0.31
129 C 1.796 -9.802 -1.006  -1.02
130 S 2.024 -8.130 -0.391  0.66
131 O 3.466 -7.990 -0.050  -0.65
132 C 1.152 -8.378 1.159  -0.64
133 H 2.314 -9.874 -1.960  0.32
134 H 2.223 -10.511 -0.298  0.32
135 H 0.733 -9.991 -1.150  0.36
136 H 1.624 -9.187 1.715  0.33
137 H 0.107 -8.610 0.952  0.38
138 H 1.218 -7.450 1.722  -0.03

The calculation puts the LUMO energy at -2.8983 eV. As for the net charge: +1. As for the HOMO energy: -0.36914 hartree.

---

No. 5
DFT (wB97M-V/def2-TZVPD) results for C14H18BiN9O2 as an isolated structure.

Each line ends with the natural charge from an NBO analysis.
Element x y z (Å)
1 Bi -1.205 -0.329 -1.338  1.54
2 N -0.447 -2.181 1.408  -0.80
3 C -0.794 -0.944 1.818  0.64
4 N -0.993 -0.695 3.092  -0.53
5 C -1.311 0.571 3.398  0.62
6 N -1.557 0.863 4.662  -0.70
7 N -1.361 1.602 2.504  -0.50
8 C -1.211 1.253 1.269  0.49
9 N -0.963 -0.009 0.845  -0.68
10 C -1.312 2.303 0.214  0.17
11 C -1.416 3.637 0.532  -0.17
12 C -1.513 4.561 -0.498  -0.09
13 C -1.507 4.125 -1.812  -0.21
14 C -1.403 2.774 -2.064  0.07
15 N -1.305 1.887 -1.065  -0.53
16 H -0.326 -2.851 2.155  0.43
17 H 0.235 -2.231 0.645  0.43
18 H -1.536 0.135 5.358  0.43
19 H -1.799 1.805 4.923  0.43
20 H -1.426 3.924 1.573  0.27
21 H -1.594 5.617 -0.275  0.26
22 H -1.582 4.815 -2.640  0.26
23 H -1.395 2.385 -3.074  0.23
24 C 5.272 -2.273 -1.240  -0.43
25 N 3.919 -1.751 -1.092  -0.37
26 C 3.552 -0.346 -1.037  -0.32
27 C 2.047 -0.454 -0.920  0.67
28 O 1.280 0.513 -0.892  -0.68
29 N 1.663 -1.757 -0.866  -0.70
30 C 2.809 -2.474 -0.999  0.65
31 N 2.816 -3.803 -1.038  -0.76
32 H 5.968 -1.440 -1.195  0.25
33 H 5.398 -2.774 -2.200  0.23
34 H 5.519 -2.957 -0.427  0.22
35 H 3.845 0.200 -1.934  0.25
36 H 3.970 0.157 -0.164  0.25
37 H 1.946 -4.305 -1.013  0.43
38 H 3.668 -4.327 -1.140  0.43
39 C -4.501 -1.213 -1.159  -0.74
40 C -3.512 -0.213 -0.635  0.33
41 O -3.754 0.647 0.157  -0.53
42 H -5.524 -0.912 -0.940  0.27
43 H -4.297 -2.168 -0.662  0.26
44 H -4.364 -1.367 -2.232  0.24

The calculation puts the LUMO energy at -6.8584 eV. As for the net charge: +2. As for the HOMO energy: -0.51173 hartree. For the relative energy (zero: lowest compared OMol25 entry of this formula, charge and spin), the calculation gives 0.489 eV.

---

No. 6
DFT (wB97M-V/def2-TZVPD) results for one molecule with the formula C3H8S2 at a distorted geometry.

Each line ends with the natural charge from an NBO analysis.
Element x y z (Å)
1 C -0.031 -0.584 0.748  -0.41
2 C -0.938 -0.769 -0.398  -0.63
3 C 1.305 -0.060 0.429  -0.65
4 S 1.352 1.602 0.173  0.21
5 S -0.967 2.333 -0.749  -0.20
6 H -0.426 0.262 1.425  0.21
7 H -0.081 -1.512 1.371  0.22
8 H -1.891 -0.060 -0.354  0.23
9 H -1.220 -1.782 -0.635  0.21
10 H -0.425 -0.291 -1.295  0.20
11 H 1.735 -0.209 1.385  0.25
12 H 1.868 -0.819 -0.246  0.21
13 H -0.283 1.888 -1.854  0.15

The calculation puts the LUMO energy at -1.6045 eV. As for the HOMO energy: -0.33603 hartree. Its SMILES is CCCSS. For the relative energy (zero: lowest compared OMol25 entry of this formula, charge and spin), the calculation gives 2.800 eV.

---

DFT total energy, record by record: -1606.92700 -2352.17048 -281.37831 -6269.86402 -1401.77637 -915.37407 Ha